Arrangement w

{
  "formula": "C3H13NO3S",
  "method": "ωB97M-V/def2-TZVPD",
  "symbols": ["O", "C", "N", "C", "C", "S", "H", "H", "H", "H", "H", "H", "H", "H", "H", "O", "H", "H", "O", "H", "H"],
  "xyz": [[0.81374, 2.35150, 0.29541], [1.32439, 1.36245, 1.17518], [0.70178, 0.06991, 1.00345], [1.14460, -0.56171, -0.23257], [0.24476, -1.69023, -0.72413], [1.01281, -2.60385, -2.09129], [1.46604, 2.66668, -0.32908], [2.40120, 1.21957, 1.07044], [1.04894, 1.70076, 2.16366], [-0.30300, 0.21256, 0.91603], [1.35780, 0.13864, -1.04769], [2.13472, -1.01270, -0.07836], [0.15481, -2.38507, 0.11457], [-0.76179, -1.32231, -0.89284], [1.99373, -3.12964, -1.34704], [-2.64802, -0.35814, 0.88016], [-3.17458, -0.48839, 1.67716], [-3.14857, -0.80024, 0.19092], [-1.55602, 1.55412, -0.77715], [-1.83819, 1.36009, -1.67463], [-2.36914, 1.71599, -0.29219]],
  "mulliken_charge": [-0.475, -0.511, -0.362, -0.426, -0.626, -0.219, 0.285, 0.381, 0.294, 0.215, 0.298, 0.444, 0.325, 0.234, 0.114, -0.534, 0.256, 0.299, -0.539, 0.266, 0.280],
  "smiles": "OCNCCS.O.O",
  "charge": 0,
  "e_lumo_ha": 0.012,
  "orbital_gap_ev": 9.176
}

---

Arrangement x

{
  "formula": "C3H13NO3S",
  "method": "ωB97M-V/def2-TZVPD",
  "symbols": ["N", "C", "C", "O", "C", "S", "H", "H", "H", "H", "H", "H", "H", "H", "H", "O", "H", "H", "O", "H", "H"],
  "xyz": [[1.43515, 0.60983, -0.25308], [0.87589, -0.72887, 0.08313], [1.24007, -2.06799, -0.71917], [2.71424, -1.97230, -0.85208], [-0.63353, -0.51663, 0.22926], [-1.69148, -0.75086, -1.39064], [1.69862, 0.62220, -1.12613], [2.36125, 0.63602, 0.09202], [1.35797, -0.99687, 1.04290], [0.80449, -2.11775, -1.64204], [1.13622, -2.89761, 0.04800], [2.98001, -2.75607, -1.39060], [-0.91939, 0.41951, 0.49995], [-0.96735, -1.19302, 1.05440], [-1.03981, -1.84084, -1.59560], [0.27739, 1.50748, 3.05969], [0.53617, 2.40067, 3.24865], [0.57857, 1.19992, 2.23594], [-2.46379, 3.86802, 0.64181], [-2.99981, 3.14699, 0.91021], [-1.62664, 3.77712, 0.28942]],
  "mulliken_charge": [-0.585, 0.069, -0.755, -0.536, -0.716, -0.157, 0.167, 0.290, 0.328, 0.583, 0.298, 0.301, 0.325, 0.359, 0.042, -0.650, 0.296, 0.340, -0.613, 0.311, 0.303],
  "smiles": "N[C@H](CO)CS.O.O",
  "charge": 0,
  "e_lumo_ha": 0.018,
  "orbital_gap_ev": 9.848
}

---

Arrangement y

{
  "formula": "C3H13NO3S",
  "method": "ωB97M-V/def2-TZVPD",
  "symbols": ["N", "C", "C", "O", "C", "S", "H", "H", "H", "H", "H", "H", "H", "H", "H", "O", "H", "H", "O", "H", "H"],
  "xyz": [[-1.34489, -0.05578, 0.71854], [-1.12592, -0.00184, -0.70196], [-0.02883, -1.00655, -1.12916], [-0.38598, -2.34226, -0.76113], [-0.64067, 1.36818, -1.19487], [-0.97700, 2.81287, -0.10346], [-0.72866, 0.50693, 1.28235], [-1.54654, -0.99184, 1.03921], [-2.04940, -0.26863, -1.21972], [0.86781, -0.73149, -0.57900], [0.12330, -0.93040, -2.21138], [-1.14014, -2.57952, -1.31053], [-1.20621, 1.62791, -2.08537], [0.42135, 1.42832, -1.43334], [-2.22430, 3.02160, -0.53290], [1.77051, -1.51807, 2.84793], [2.33919, -1.69394, 2.08958], [1.00945, -1.05576, 2.46948], [2.03824, 0.59879, 0.69833], [2.57821, 0.26954, 1.42938], [2.25048, 1.54196, 0.68802]],
  "mulliken_charge": [-0.580, 0.415, -0.562, -0.538, -1.091, -0.216, 0.242, 0.255, 0.356, 0.159, 0.330, 0.353, 0.427, 0.347, 0.127, -0.669, 0.311, 0.336, -0.544, 0.270, 0.271],
  "smiles": "N[C@H](CO)CS.O.O",
  "charge": 0,
  "e_lumo_ha": 0.014,
  "orbital_gap_ev": 9.143
}

---

Here is how they stack up, most stable first: arrangement y, arrangement w, arrangement x.

---

Arrangement w

{
  "formula": "C4H8NS",
  "method": "ωB97M-V/def2-TZVPD",
  "symbols": ["C", "C", "C", "C", "N", "S", "H", "H", "H", "H", "H", "H", "H", "H"],
  "xyz": [[3.04999, -0.33813, 0.05001], [-1.95792, 0.39050, 0.03595], [-1.00275, -0.17645, -1.15144], [-0.84574, 0.25997, 1.07975], [2.17716, 0.46479, 0.22012], [0.08100, -0.96138, 0.09607], [2.86304, -1.52199, -0.14950], [4.17232, -0.07186, -0.00105], [-2.34764, 1.37007, -0.22173], [-2.82917, -0.33096, 0.42761], [-1.55650, -0.76099, -1.82324], [-0.56416, 0.67132, -1.63773], [-0.24214, 1.16719, 0.99429], [-0.99747, -0.16208, 2.08090]],
  "mulliken_charge": [-0.027, -0.549, -0.468, -0.407, -0.227, 0.131, 0.201, 0.305, 0.341, 0.257, 0.394, 0.332, 0.288, 0.430],
  "charge": 1,
  "e_lumo_ha": [-0.267, -0.222],
  "orbital_gap_ev": [7.239, 8.964]
}

---

Arrangement x

{
  "formula": "C4H8NS",
  "method": "ωB97M-V/def2-TZVPD",
  "symbols": ["C", "C", "C", "C", "N", "S", "H", "H", "H", "H", "H", "H", "H", "H"],
  "xyz": [[-2.49371, -0.78628, -0.33991], [-1.11522, -0.38723, -1.04927], [0.20311, 0.00436, -0.37005], [1.45367, 0.43834, 1.66059], [0.29039, 0.09144, 0.89803], [-3.76445, -1.02505, -1.33061], [-0.85016, -1.24335, -1.68669], [-1.31136, 0.42386, -1.76605], [1.05474, 0.19487, -1.00874], [1.62651, -0.31157, 2.43416], [2.33112, 0.50398, 1.02163], [1.29482, 1.39593, 2.15982], [-0.56349, -0.09635, 1.43387], [-3.32092, -0.78040, -2.60253]],
  "mulliken_charge": [-0.325, -0.630, 0.166, -0.769, -0.036, 0.018, 0.398, 0.400, 0.362, 0.316, 0.308, 0.322, 0.342, 0.130],
  "charge": 1,
  "e_lumo_ha": -0.171,
  "orbital_gap_ev": 8.382
}

---

Here is how they stack up, most stable first: arrangement x, arrangement w.

---

Arrangement w

{
  "formula": "C4H8NS",
  "method": "ωB97M-V/def2-TZVPD",
  "symbols": ["C", "N", "C", "C", "C", "S", "H", "H", "H", "H", "H", "H", "H", "H"],
  "xyz": [[-1.29715, 0.65205, -1.77551], [-0.45193, 0.36229, -0.62334], [-0.53041, -0.72686, 0.32097], [0.64492, -0.90651, 1.15457], [1.31904, 0.47435, 1.19626], [1.00241, 1.23635, -0.44664], [-1.95496, -0.23228, -1.75841], [-0.64855, 0.56469, -2.71787], [-1.71758, 1.59729, -1.75781], [-1.38372, -1.40045, 0.07527], [0.45556, -1.15029, 2.12738], [1.27730, -1.74045, 0.89873], [0.88625, 1.05533, 2.01108], [2.39883, 0.21450, 1.29531]],
  "mulliken_charge": [-0.644, 0.078, 0.089, -0.710, -0.497, 0.043, 0.240, 0.336, 0.305, 0.341, 0.375, 0.336, 0.352, 0.354],
  "smiles": "C[N+]1=CCCS1",
  "charge": 1,
  "e_lumo_ha": [-0.200, -0.200],
  "orbital_gap_ev": [8.310, 8.308]
}

---

Arrangement x

{
  "formula": "C4H8NS",
  "method": "ωB97M-V/def2-TZVPD",
  "symbols": ["C", "C", "C", "C", "N", "S", "H", "H", "H", "H", "H", "H", "H", "H"],
  "xyz": [[3.55660, -0.17833, 1.38394], [2.57458, -0.53854, 0.62016], [-3.69203, 0.29067, -0.39459], [-2.51775, 0.86988, 0.26585], [-2.41892, 0.84312, -0.97666], [1.36989, 0.34892, -0.30407], [4.13913, -1.00320, 1.78522], [4.01352, 0.79563, 1.24542], [2.35924, -1.53658, 0.53620], [-3.82224, -0.83685, -0.66972], [-4.59273, 0.80335, -0.54473], [-1.93642, 1.18736, 1.05897], [-1.78841, 1.22297, -1.69224], [2.08078, 1.59294, -0.46980]],
  "mulliken_charge": [-0.490, -0.224, -0.362, 0.077, -0.021, -0.267, 0.263, 0.261, 0.313, 0.250, 0.286, 0.439, 0.312, 0.162],
  "charge": 1,
  "e_lumo_ha": -0.202,
  "orbital_gap_ev": 6.384
}

---

Here is how they stack up, most stable first: arrangement w, arrangement x.

---

Arrangement w

{
  "formula": "C2H5NS",
  "method": "ωB97M-V/def2-TZVPD",
  "symbols": ["C", "C", "N", "S", "H", "H", "H", "H", "H"],
  "xyz": [[0.77128, 0.45620, 0.48220], [-1.42197, -0.56280, -0.06928], [1.64024, 0.95467, -0.52790], [2.12647, -0.63388, 0.21534], [0.52889, 1.11234, 1.28705], [-1.40962, -0.98720, -1.01485], [-2.17907, 0.14337, 0.25667], [-1.34348, -1.20247, 0.78845], [1.28727, 0.71976, -1.41769]],
  "mulliken_charge": [-0.131, -0.891, -0.437, -0.048, 0.307, 0.309, 0.301, 0.297, 0.293],
  "charge": 0,
  "e_lumo_ha": [0.001, 0.003],
  "orbital_gap_ev": [8.521, 8.466]
}

---

Arrangement x

{
  "formula": "C2H5NS",
  "method": "ωB97M-V/def2-TZVPD",
  "symbols": ["C", "C", "N", "S", "H", "H", "H", "H", "H"],
  "xyz": [[0.55684, 0.39663, 1.14328], [-0.51664, 0.37480, -1.28792], [1.56826, 0.88010, 2.65373], [0.08502, 1.51255, 0.02175], [0.40105, -0.65856, 1.05710], [0.33136, -0.17228, -1.69031], [-0.97069, 0.98099, -2.06394], [-1.24965, -0.31092, -0.87447], [1.63264, -0.04081, 3.08863]],
  "mulliken_charge": [-0.179, -0.861, -0.415, 0.009, 0.317, 0.311, 0.325, 0.302, 0.191],
  "charge": 0,
  "e_lumo_ha": [-0.003, 0.005],
  "orbital_gap_ev": [7.457, 9.810]
}

---

Here is how they stack up, most stable first: arrangement x, arrangement w.

---

Arrangement w

{
  "formula": "C3H8S2",
  "method": "ωB97M-V/def2-TZVPD",
  "symbols": ["C", "C", "C", "H", "H", "H", "H", "H", "H", "S", "S", "H", "H"],
  "xyz": [[-0.75863, 0.07645, 2.47376], [-1.37083, 1.02986, 1.78418], [-2.75495, 0.89570, 1.22713], [0.19686, 0.21330, 2.95090], [-1.18475, -0.91507, 2.46072], [-1.00545, 2.05037, 1.82099], [-3.53994, 1.12376, 1.94528], [-2.93427, -0.11801, 0.87844], [-2.92754, 1.54393, 0.36675], [0.43911, -0.87424, -1.93516], [1.78947, 0.03452, -0.66223], [1.28998, -1.32186, -2.85514], [1.64497, -0.88423, 0.28975]],
  "mulliken_charge": [-0.819, 0.182, -1.068, 0.303, 0.239, 0.276, 0.299, 0.300, 0.301, -0.174, -0.171, 0.165, 0.168],
  "smiles": "C=CC.SS",
  "charge": 0,
  "e_lumo_ha": 0.014,
  "orbital_gap_ev": 9.612
}

---

Arrangement x

{
  "formula": "C3H8S2",
  "method": "ωB97M-V/def2-TZVPD",
  "symbols": ["C", "C", "H", "H", "H", "H", "C", "S", "S", "H", "H", "H", "H"],
  "xyz": [[0.69505, -0.23259, -2.80856], [-0.22467, 0.66973, -2.56362], [1.47276, -0.38264, -2.06316], [0.84495, -0.80187, -3.71692], [-0.22022, 1.35597, -1.72249], [-1.00851, 0.89964, -3.28556], [-0.06730, 0.23181, 3.25498], [0.68465, -0.30562, 1.69337], [-1.09203, -0.94514, 0.79860], [0.75605, 0.59208, 3.85964], [-0.70498, 1.07935, 2.99241], [-0.67124, -0.53407, 3.73130], [-0.46453, -1.62665, -0.16999]],
  "mulliken_charge": [-0.471, -0.427, 0.225, 0.240, 0.232, 0.217, -0.868, -0.015, -0.199, 0.302, 0.307, 0.308, 0.149],
  "smiles": "C=C.CSS",
  "charge": 0,
  "e_lumo_ha": 0.020,
  "orbital_gap_ev": 8.686
}

---

Here is how they stack up, most stable first: arrangement w, arrangement x.

---

Arrangement w

{
  "formula": "C3H8S2",
  "method": "ωB97M-V/def2-TZVPD",
  "symbols": ["C", "C", "S", "S", "C", "H", "H", "H", "H", "H", "H", "H", "H"],
  "xyz": [[-2.86118, -0.15878, 0.03278], [-1.68300, 0.69427, -0.36414], [-0.16141, -0.43118, -0.69212], [1.53963, 0.49956, 0.00962], [1.92872, -0.58057, 1.35325], [-3.70036, 0.48480, 0.37131], [-2.75351, -0.81242, 0.99106], [-3.20107, -0.86781, -0.73349], [-1.92405, 1.30903, -1.30665], [-1.17270, 1.30035, 0.43781], [2.36967, 0.06372, 2.19693], [1.24524, -1.19446, 1.90213], [2.77801, -1.10690, 0.92956]],
  "mulliken_charge": [-0.986, -0.319, -0.127, -0.095, -0.770, 0.312, 0.276, 0.296, 0.260, 0.288, 0.259, 0.332, 0.276],
  "smiles": "CCSSC",
  "charge": 0,
  "e_lumo_ha": 0.030,
  "orbital_gap_ev": 9.238
}

---

Arrangement x

{
  "formula": "C3H8S2",
  "method": "ωB97M-V/def2-TZVPD",
  "symbols": ["C", "C", "C", "S", "S", "H", "H", "H", "H", "H", "H", "H", "H"],
  "xyz": [[1.30534, 0.98246, 1.94643], [2.30052, 0.44745, 1.01893], [-4.37837, -0.76422, -1.54365], [-5.54329, -1.91679, -1.36756], [2.79057, -0.23138, -1.65764], [1.48809, 1.75724, 2.68247], [0.26563, 0.69780, 1.80023], [2.76672, 1.32973, 0.53155], [3.07913, -0.23754, 1.31132], [1.69768, 0.08313, 0.17261], [-4.30379, 0.09771, -0.88304], [-3.60279, -0.88511, -2.29925], [2.13458, -1.36048, -1.71242]],
  "mulliken_charge": [-0.318, -0.803, -0.336, -0.160, -0.439, 0.266, 0.235, 0.347, 0.451, 0.175, 0.244, 0.252, 0.086],
  "charge": 0,
  "e_lumo_ha": -0.104,
  "orbital_gap_ev": 4.660
}

---

Here is how they stack up, most stable first: arrangement w, arrangement x.